[1]
This record from the Open Molecules 2025 dataset describes a cluster of 2 separate species, C5H9BrSi in total in a non-equilibrium geometry. The level of theory is the ωB97M-V functional and the def2-TZVPD basis.

XYZ file:
```
16
C5H9BrSi, DFT the ωB97M-V functional and the def2-TZVPD basis
C -0.73238 -2.40257 -0.49297
C 2.08077 1.47647 0.31829
C -0.07638 -1.58840 0.31610
C 1.34464 0.41462 0.76910
C 0.41652 -0.36007 -0.13462
Si -1.61817 1.64402 -0.24862
Br -3.29114 0.17947 0.00802
H -0.92292 -3.49636 -0.28879
H -0.97497 -2.07090 -1.44648
H 2.83384 1.93005 1.00006
H 2.00743 1.85438 -0.69952
H 0.26207 -2.02397 1.22892
H 1.28899 -0.06503 1.81547
H 0.71588 -0.08978 -1.18467
H -2.11988 1.98495 -1.56607
H -1.21431 2.61311 0.60577
```

Properties
Orbital gap (alpha / beta) in eV: 6.75 / 6.58
Net charge: 0

***

[2]
This record from the Open Molecules 2025 dataset describes the molecule C5H9Cl in a non-equilibrium geometry. The level of theory is the ωB97M-V functional and the def2-TZVPD basis.

XYZ file:
```
15
C5H9Cl, DFT the ωB97M-V functional and the def2-TZVPD basis
C 2.57310 -0.60234 -0.17082
C 1.12902 -0.59496 0.36833
C 0.03022 -0.28601 -0.26588
C -1.31080 -0.04769 0.28681
C -2.03981 1.19584 -0.07027
Cl -2.38124 -1.46016 -0.08065
H 3.11769 -1.32154 0.39500
H 2.68193 -0.82852 -1.30081
H 3.00608 0.34062 0.00125
H 1.10365 -0.73061 1.42257
H 0.10633 -0.06969 -1.34786
H -1.20436 0.03862 1.35818
H -2.41913 1.06626 -1.12998
H -2.94878 1.17097 0.54727
H -1.44391 2.12921 -0.01314
```

Properties
Orbital gap in eV: 10.81
Structure (SMILES): C/C=C/[C@@H](C)Cl
Net charge: 0

***

[3]
This record from the Open Molecules 2025 dataset describes a structure of composition C5H9Cl4O2P in a non-equilibrium geometry. The level of theory is the ωB97M-V functional and the def2-TZVPD basis.

XYZ file:
```
21
C5H9Cl4O2P, DFT the ωB97M-V functional and the def2-TZVPD basis
C 2.47975 1.79021 -1.30344
C -3.57353 -0.56181 1.82348
C 2.43052 0.48485 -0.52950
C 1.37627 0.15458 1.59249
C -2.40820 -0.76468 0.84022
O -0.62436 0.15844 -1.14540
O 1.93274 0.84008 0.72885
P -1.80018 0.56219 -0.34703
Cl 1.10760 -1.57877 0.98177
Cl -2.87033 -1.96816 -0.45293
Cl -3.40016 1.11405 -1.45952
Cl -1.55078 2.08604 1.00073
H 3.50604 2.11556 -1.59970
H 1.78137 1.92871 -2.13277
H 1.98746 2.57647 -0.70911
H -4.03284 -1.48719 2.13736
H -3.25366 -0.01226 2.75988
H -4.41765 -0.07941 1.40624
H 3.46044 -0.13011 -0.44488
H 1.73505 -0.20252 -0.92372
H -1.42367 -1.09108 1.36935
```

Properties
Orbital gap in eV: 9.60
Net charge: 0

***

no.,M (g/mol),total energy (eV)
1,177.12,-83247.293
2,104.58,-17852.622
3,273.91,-68803.810